The following is a quantum chemistry calculation of a molecular structure, C6H10O, from the Open Molecules 2025 dataset.

CARTESIAN COORDINATES (ANGSTROEM)
C 1.5805 1.1491 -1.0364
C 0.1376 0.8603 -0.6568
O -0.2970 -0.3464 -1.2911
C -1.4067 -0.8047 -0.5452
C -1.1136 -0.3374 0.8856
C 0.1719 -0.9730 1.4565
C -0.2590 0.8740 0.7934
H 1.6876 1.2072 -2.1243
H 2.2378 0.3507 -0.6740
H 1.9040 2.0964 -0.5956
H -0.5014 1.7060 -0.9966
H -2.3440 -0.3404 -0.8943
H -1.4823 -1.8902 -0.6736
H -1.9486 -0.3486 1.5855
H 0.4597 -1.8673 0.9077
H 0.1921 -1.1151 2.5360
H 0.9813 -0.2204 1.3230

Results
**Molecular weight**: 98.14 u
**E_tot**: -309.7223 Ha
**Highest occupied orbital energy**: -8.72 eV
**Energy above the lowest of the compared OMol25 structures with the same formula, charge and spin**: 75.33 kcal per mole
**Kohn-Sham gap**: 9.5865 eV
**Lowest unoccupied orbital energy**: 0.9 eV
**Total charge**: 0
**Strongest force on any atom**: 0.0091 hartree/bohr